No. 1
ORCA calculation (ωB97M-V/def2-TZVPD) on a 3-piece molecular cluster, C21H44Cl2N4O5PS overall.

The geometry in ORCA input format:
```
! wB97M-V def2-TZVPD RIJCOSX def2/J DEFGRID3
* xyz 1 1
C 0.57948 -6.82238 -1.80257
C 1.22679 -5.55248 -1.20590
N 0.95333 -5.15224 -0.05258
C 2.23931 -4.83678 -2.09290
C 2.25194 -3.30080 -1.88871
C 2.96460 -2.81310 -3.17093
C 2.30425 -2.45360 -4.47338
C 1.12250 -1.54334 -4.06994
O 1.31365 -0.45527 -3.74964
Cl -0.53247 -2.17349 -4.04638
N 4.22267 -2.75004 -2.94811
C 4.57443 -3.11366 -1.54940
Cl 6.04257 -2.18612 -1.12382
C 3.24467 -2.66115 -0.87247
P 3.18950 -0.75935 -0.94755
S 1.57460 -0.07616 -0.09537
H 0.89477 -6.94489 -2.84632
H 0.96825 -7.69635 -1.26442
H -0.50849 -6.78376 -1.70616
H 0.26053 -5.80088 0.32968
H 3.21274 -5.32910 -1.97416
H 1.92876 -5.02015 -3.13317
H 1.27991 -2.82583 -1.69472
H 2.99085 -1.81609 -5.04531
H 2.00568 -3.32605 -5.06405
H 4.92686 -2.47178 -3.62975
H 4.81084 -4.16493 -1.37685
H 3.12588 -2.83018 0.20208
H 3.25143 -0.29644 -2.28514
H 4.29657 -0.19972 -0.27611
C 0.80465 2.86559 -3.18154
O 1.61658 3.53505 -2.23447
C 1.85350 4.90538 -2.54909
C 1.18314 5.79937 -1.52373
N -0.26852 5.74824 -1.65703
C -0.98664 6.39402 -0.55948
C -0.86145 5.76546 0.82859
O -1.45814 4.48301 0.93847
C -0.62363 3.39787 0.57250
H 0.77925 1.81191 -2.91015
H -0.22035 3.24960 -3.16716
H 1.21994 2.95815 -4.19048
H 1.53358 5.15310 -3.56526
H 2.93497 5.06327 -2.49457
H 1.52192 6.82946 -1.66580
H 1.50664 5.46356 -0.52991
H -0.56034 4.78028 -1.70231
H -2.04534 6.38809 -0.83129
H -0.68196 7.44361 -0.50586
H -1.41275 6.40678 1.52188
H 0.17274 5.74773 1.19196
H 0.43006 3.59559 0.78632
H -0.75128 3.14642 -0.48398
H -0.93647 2.52805 1.15317
C -2.33595 -2.35677 1.77960
O -1.60593 -1.62889 2.74791
C -1.43354 -0.25364 2.41356
C -2.19614 0.63166 3.38146
N -3.63555 0.50301 3.18376
C -4.43715 1.14525 4.22477
C -4.35095 0.57055 5.63829
O -4.88899 -0.73488 5.76569
C -3.98469 -1.78735 5.48034
H -2.31259 -3.40818 2.06582
H -3.38087 -2.03246 1.74375
H -1.88389 -2.25404 0.78740
H -1.71878 -0.04750 1.37694
H -0.36505 -0.03693 2.51237
H -1.90329 1.67393 3.22330
H -1.90375 0.34127 4.39880
H -3.87610 -0.47956 3.15560
H -5.47961 1.07699 3.90322
H -4.18700 2.21008 4.25619
H -4.96679 1.20637 6.28052
H -3.33663 0.61716 6.05163
H -2.95462 -1.52817 5.73762
H -4.04671 -2.08000 4.42857
H -4.28192 -2.65138 6.07615
*
```

Values from the calculation:
LUMO = -4.93 eV
E = -3081.30662 a.u.
ΔE to the lowest compared entry with this formula, charge and spin = 0.0 kcal per mole
Strongest force on any atom = 3.3 eV/A
HOMO level = -9.825 eV

No. 2
ORCA calculation (ωB97M-V/def2-TZVPD) on a 2-piece molecular cluster, C2H4N2S overall.

The geometry in ORCA input format:
```
! wB97M-V def2-TZVPD RIJCOSX def2/J DEFGRID3
* xyz 0 1
C -0.92827 -1.61217 -0.91610
N -0.00279 -0.71320 -0.86419
S 0.20968 0.64973 -1.79847
H -0.84626 -2.32123 -0.08751
H -1.56259 -1.63192 -1.81859
H 0.76167 -1.09443 -0.29666
C 0.83920 2.28697 1.80751
N -0.26913 1.95503 1.82575
H 1.79848 2.48123 2.14826
*
```

Values from the calculation:
SMILES string = C=[NH+][S-].C#N
LUMO (alpha / beta) = 0.07 / 0.07 eV
E = -586.20329 a.u.
ΔE to the lowest compared entry with this formula, charge and spin = 57.2 kcal per mole
Strongest force on any atom = 3.0 eV/A
HOMO level (alpha / beta) = -7.996 / -7.997 eV

No. 3
ORCA calculation (ωB97M-V/def2-TZVPD) on one molecule with the formula C3H3ClO.

The geometry in ORCA input format:
```
! wB97M-V def2-TZVPD RIJCOSX def2/J DEFGRID3
* xyz 0 1
Cl -0.60310 0.32037 -2.63087
C -0.88899 -0.31353 -1.12561
C -0.16504 0.08822 -0.03489
C 0.74341 0.14085 1.16067
O 0.75480 1.00512 0.34338
H -1.67585 -1.00727 -0.95229
H 1.75017 -0.29913 1.22914
H 0.08461 0.06537 2.01047
*
```

Values from the calculation:
SMILES string = Cl/C=C1/CO1
LUMO = 0.94 eV
E = -651.36685 a.u.
ΔE to the lowest compared entry with this formula, charge and spin = 88.9 kcal per mole
Strongest force on any atom = 15.6 eV/A
HOMO level = -8.897 eV

No. 4
ORCA calculation (ωB97M-V/def2-TZVPD) on C15H24N8O11PbS as an isolated structure.

The geometry in ORCA input format:
```
! wB97M-V def2-TZVPD RIJCOSX def2/J DEFGRID3
* xyz -2 1
Pb 1.33110 0.00017 0.31401
O 2.60169 -1.65758 3.36038
C 1.25952 -1.82975 3.80125
C 0.39809 -2.65524 2.83813
N -0.46413 -1.89415 1.92979
C -0.94089 -2.76426 0.86039
C 0.14617 -3.27101 -0.14725
O -0.16000 -4.31022 -0.74800
O 1.19038 -2.57431 -0.31431
C -1.58555 -1.28080 2.63624
C -1.31529 0.12977 3.22801
O -1.95423 0.42590 4.25059
O -0.52547 0.86331 2.57109
H 2.59321 -1.19275 2.51571
H 0.79207 -0.86460 4.00392
H 1.34593 -2.36806 4.74777
H -0.22609 -3.35224 3.42677
H 1.08044 -3.24945 2.23062
H -1.66033 -2.19502 0.26395
H -1.46542 -3.64631 1.25674
H -1.96988 -1.92678 3.43798
H -2.40068 -1.12944 1.92214
O 1.92416 -1.83379 -5.63215
C 0.63553 -1.74887 -5.41211
O -0.19439 -1.99458 -6.27364
C 0.21891 -1.32705 -4.05302
C -1.07841 -1.34638 -3.58972
N -1.05764 -0.86097 -2.34040
N 0.17177 -0.52487 -1.95764
C 0.97120 -0.80574 -2.96946
C 2.44216 -0.52065 -2.84436
O 3.18231 -0.95676 -3.77000
O 2.82435 0.15331 -1.86476
H 2.48331 -1.45573 -4.81596
H -1.98129 -1.67407 -4.07487
H -1.82520 -0.71432 -1.69056
C 2.54519 3.28400 2.02757
S 3.94241 2.48670 1.19619
C 3.57636 3.07143 -0.48325
O 3.71543 1.00865 1.20514
H 2.80579 4.32944 2.19968
H 2.38014 2.74815 2.96120
H 1.65076 3.17406 1.40986
H 3.93936 4.09658 -0.56749
H 2.49896 3.00329 -0.63809
H 4.08537 2.40657 -1.17884
C -0.13827 2.48016 -1.47256
O 0.32253 2.11147 -0.22273
H -0.29246 3.57673 -1.52735
H -1.11505 2.02648 -1.73515
H 0.54690 2.20956 -2.29557
N -5.72259 2.31837 0.01607
N -4.49333 1.69905 0.09556
N -3.46534 2.25904 0.68490
C -2.51308 1.35672 0.47154
N -2.99056 0.31190 -0.22549
N -4.25930 0.54305 -0.45563
H -5.92430 2.75209 0.90523
H -6.40845 1.62058 -0.23345
H -1.47386 1.47926 0.76538
*
```

Values from the calculation:
LUMO = 3.96 eV
E = -2442.80923 a.u.
Strongest force on any atom = 0.9 eV/A
HOMO level = -2.932 eV

No. 5
ORCA calculation (ωB97M-V/def2-TZVPD) on C30H25AuNO6PS4 as an isolated structure.

The geometry in ORCA input format:
```
! wB97M-V def2-TZVPD RIJCOSX def2/J DEFGRID3
* xyz 0 1
Au 0.20596 -2.19934 0.48882
O -1.36092 -2.35014 -1.97925
S -1.98716 -3.56374 -1.41403
O -2.55079 -4.42346 -2.41382
O -1.09894 -4.16683 -0.41446
C -3.28355 -2.82985 -0.45263
C -4.45475 -3.51818 -0.19371
C -5.46197 -2.89354 0.52711
C -5.29430 -1.59202 0.97400
C -4.11163 -0.91064 0.72556
C -3.08678 -1.52660 0.01468
P -1.50075 -0.66211 -0.30615
C -1.68328 0.26445 -1.86907
C -2.79656 0.01224 -2.66862
C -2.98490 0.70878 -3.84978
C -2.05455 1.65163 -4.26481
C -0.93644 1.89813 -3.48510
C -0.75628 1.20734 -2.29492
C -1.55820 0.70606 0.92160
C -1.43738 0.36944 2.27144
C -1.42354 1.34844 3.25050
C -1.54102 2.68681 2.90157
C -1.68740 3.03506 1.56758
C -1.69490 2.05300 0.58589
H -4.57642 -4.52296 -0.57399
H -6.38459 -3.41982 0.73304
H -6.08628 -1.10095 1.52343
H -3.99043 0.09974 1.09182
H -3.51747 -0.73783 -2.37629
H -3.85608 0.50033 -4.45623
H -2.19885 2.18662 -5.19408
H -0.20193 2.62811 -3.79952
H 0.11954 1.41679 -1.69881
H -1.34615 -0.66563 2.56411
H -1.31238 1.05884 4.28691
H -1.52724 3.45268 3.66668
H -1.80704 4.07323 1.28418
H -1.84521 2.35380 -0.44355
N 1.95841 -1.37758 -0.09726
S 2.12609 0.13586 -0.58855
C 3.72330 0.16719 -1.38161
C 4.37686 1.38541 -1.52314
C 5.58438 1.41867 -2.19851
C 6.12408 0.24935 -2.72149
C 5.45477 -0.95455 -2.57684
C 4.23865 -1.00624 -1.90681
C 2.39051 1.15557 0.83941
C 3.25676 0.74307 1.84652
C 3.37246 1.51771 2.98380
C 2.63382 2.69112 3.10610
C 1.77492 3.09207 2.09766
C 1.64356 2.31586 0.95266
H 2.63629 -1.64389 0.61278
H 3.96076 2.29201 -1.10332
H 6.10846 2.35780 -2.31146
H 7.07063 0.28121 -3.24353
H 5.87382 -1.86303 -2.98713
H 3.69822 -1.93563 -1.79720
H 3.82547 -0.17420 1.75969
H 4.02859 1.20135 3.78268
H 2.72289 3.28804 4.00382
H 1.18771 3.99348 2.20429
H 0.94987 2.60696 0.17453
O 0.90500 -1.48653 3.34669
S 0.41560 -2.83800 3.16889
O -0.88498 -2.85919 2.36762
O 0.36501 -3.68043 4.32117
S 1.54868 -3.70137 1.63842
*
```

Values from the calculation:
LUMO = -1.83 eV
E = -3734.12488 a.u.
ΔE to the lowest compared entry with this formula, charge and spin = 0.0 kcal per mole
Strongest force on any atom = 0.8 eV/A
HOMO level = -8.888 eV

No. 6
ORCA calculation (ωB97M-V/def2-TZVPD) on one molecule with the formula C19H20N2OS2.

The geometry in ORCA input format:
```
! wB97M-V def2-TZVPD RIJCOSX def2/J DEFGRID3
* xyz 0 1
C 6.30035 0.20949 -0.19222
C 4.93189 0.39979 -0.77086
C 4.66847 1.47729 -1.61125
C 3.41453 1.63735 -2.17030
C 2.39888 0.73952 -1.89609
C 2.64215 -0.33316 -1.04165
N 1.67191 -1.29149 -0.73919
C 0.32613 -1.27820 -0.98274
S -0.37697 -2.72610 -1.38000
N -0.35972 -0.11490 -0.85509
C 0.02809 0.86214 0.15256
C -0.28935 0.39036 1.53899
C 0.02873 -0.75372 2.21007
C -0.58141 -0.64697 3.48362
C -1.21832 0.55310 3.49262
O -1.04762 1.18776 2.32127
C -1.74798 -0.05003 -1.32262
C -1.91238 1.10331 -2.30889
C -2.70529 0.02134 -0.17585
C -3.03697 -0.99138 0.67137
C -3.93538 -0.59380 1.68512
C -4.27846 0.71500 1.59197
S -3.50767 1.49313 0.27066
C 3.91398 -0.49756 -0.49575
H 6.28542 -0.51288 0.61971
H 6.98207 -0.15328 -0.96154
H 6.69295 1.15293 0.18162
H 5.45349 2.18468 -1.83268
H 3.22261 2.46641 -2.83500
H 1.43010 0.85562 -2.35586
H 2.03176 -2.23123 -0.62500
H 1.09510 1.08308 0.06627
H -0.52717 1.78403 -0.02837
H 0.61114 -1.57440 1.84591
H -0.54630 -1.36672 4.27508
H -1.80315 1.05206 4.23913
H -1.92513 -0.99523 -1.85099
H -2.91955 1.08794 -2.71618
H -1.20451 0.99645 -3.12745
H -1.75355 2.06609 -1.82822
H -2.64700 -1.98845 0.56990
H -4.30785 -1.25623 2.44573
H -4.93959 1.28112 2.21754
H 4.10126 -1.34256 0.15180
*
```

Values from the calculation:
SMILES string = Cc1cccc(NC(=S)N(Cc2ccco2)[C@H](C)c2cccs2)c1
LUMO = 0.60 eV
E = -1717.12874 a.u.
ΔE to the lowest compared entry with this formula, charge and spin = 12.7 kcal per mole
Strongest force on any atom = 0.8 eV/A
HOMO level = -8.089 eV

What is the formula in the fifth record?
C30H25AuNO6PS4

What is the strongest force on any atom in the first record?
3.3 eV/A

Among the records above, which one has the highest strongest force on any atom?
C3H3ClO

Among the records above, which one has the highest strongest force on any atom?
C3H3ClO